42
Properties=species:S:1:pos:R:3:forces:R:3 method="wB97M-V/def2-TZVPD" energy_ev=-43751.6323 smiles=CCOCCO[C@@](C#N)(P(C)CC)[C@](S)(C#N)[C@@H](C)F orbital_gap_ev=9.38 total_charge=0 max_force_ha_per_bohr=0.013 mol_weight_g_mol=320.37 homo_ev=-9.03
S -0.593 1.792 2.782 0.074 -0.162 -0.003
P 0.846 -1.368 1.950 0.047 -0.078 -0.221
F 0.524 2.748 -0.797 0.004 0.124 -0.155
O 0.600 -0.398 -0.484 0.052 0.181 0.032
O -0.748 -1.267 -3.650 -0.056 0.019 0.046
N -2.430 -1.323 0.615 -0.493 -0.284 0.046
N -2.499 2.177 -0.189 -0.472 0.149 -0.228
C 2.138 -0.415 2.829 0.100 0.152 0.133
C -1.534 1.828 0.315 0.562 -0.109 0.293
C 2.261 1.934 0.546 0.155 -0.023 0.202
C -1.411 -0.808 0.675 0.534 0.365 -0.025
C -0.055 -0.005 -1.704 0.007 -0.008 -0.268
C -0.304 1.393 1.002 -0.006 0.051 -0.067
C -0.761 -0.604 -4.907 0.039 0.156 -0.203
C -0.450 -1.728 3.239 0.058 -0.156 -0.002
C -0.071 -0.165 0.730 -0.179 -0.073 0.119
C 0.101 -2.025 4.644 -0.143 -0.087 0.003
C 0.817 2.382 0.508 0.131 -0.155 0.210
C 0.345 -0.996 -2.801 0.179 0.004 -0.061
C -2.181 -0.134 -5.242 -0.001 -0.050 -0.143
H 0.253 1.014 -1.954 -0.204 -0.223 0.002
H 2.569 -1.114 3.552 -0.036 0.047 -0.083
H -0.071 0.249 -4.892 -0.071 -0.071 0.072
H 0.972 -1.425 4.907 -0.076 0.023 0.003
H -2.528 -0.554 -6.190 0.038 0.040 0.097
H -1.906 1.527 2.767 -0.024 -0.030 0.016
H 2.404 0.905 0.222 -0.077 0.105 -0.042
H 0.368 -3.080 4.746 0.101 0.140 -0.032
H -2.239 0.954 -5.324 -0.023 -0.104 0.095
H 0.669 -1.930 -2.331 -0.123 0.060 -0.005
H 1.191 -0.608 -3.383 -0.044 -0.078 0.097
H 2.671 2.065 1.549 -0.041 -0.070 -0.049
H 0.698 3.284 1.114 -0.065 0.009 -0.128
H -1.145 -0.041 -1.598 0.112 -0.057 0.032
H 2.820 2.591 -0.124 -0.071 -0.016 0.091
H -0.393 -1.290 -5.681 -0.023 0.004 0.131
H -0.934 -2.629 2.851 -0.076 0.154 0.094
H -0.666 -1.816 5.394 0.052 -0.063 -0.083
H 1.828 0.482 3.366 -0.042 -0.036 -0.036
H 2.938 -0.173 2.129 -0.079 -0.029 0.029
H -1.222 -0.965 3.281 0.100 0.138 0.024
H -2.870 -0.465 -4.463 0.079 0.044 -0.028

---

30
Properties=species:S:1:pos:R:3:forces:R:3 method="wB97M-V/def2-TZVPD" energy_ev=-34476.1817 orbital_gap_ev=3.70 total_charge=+3 max_force_ha_per_bohr=0.034 mol_weight_g_mol=364.12 homo_ev=-19.51
I 0.418 -4.651 -1.645 0.186 -0.055 0.166
Al -0.389 6.056 -0.728 -0.083 1.013 -0.870
F -0.817 0.397 2.273 -0.058 -0.145 0.364
O -0.434 3.099 -1.057 -0.026 -0.259 -0.178
N 2.075 1.109 -1.157 0.193 0.042 -0.123
N 1.712 -0.712 2.194 -0.768 0.274 0.590
N -2.977 1.159 -0.141 -0.069 -0.002 0.027
C -0.022 2.323 1.212 -0.143 0.067 0.150
C -0.305 3.309 0.110 0.018 0.522 -0.202
C 0.902 -1.179 1.168 -0.079 0.018 0.320
C -0.624 -0.972 -0.776 0.258 -0.360 0.733
C 0.230 -0.158 0.205 0.281 0.320 -0.428
C 1.272 0.545 -0.566 -0.213 -0.094 0.332
C -0.751 -3.003 -2.280 -0.335 0.090 -0.188
C -0.646 0.921 1.020 0.069 -0.047 -0.155
C 0.179 -2.055 -1.537 -1.106 0.352 -1.311
C -1.978 1.056 0.412 0.010 -0.062 -0.142
H -0.993 -0.322 -1.584 -0.054 -0.131 0.054
H -0.446 2.717 2.143 0.019 -0.087 -0.069
H 1.663 -1.214 3.078 0.218 -0.184 -0.150
H -1.756 -3.115 -1.879 0.076 0.004 -0.021
H -1.475 -1.412 -0.246 -0.006 0.113 -0.122
H -0.396 4.415 0.393 0.244 -1.173 1.177
H 1.066 2.292 1.349 -0.078 -0.031 -0.049
H 0.822 -2.621 -0.729 0.523 0.109 0.314
H -0.725 -2.942 -3.365 0.006 0.010 0.067
H 1.801 0.281 2.379 0.478 0.000 -0.400
H 1.564 -1.789 0.474 -0.129 -0.054 -0.219
H 0.860 -1.630 -2.282 0.500 -0.235 0.437
H 0.172 -1.903 1.561 0.070 -0.016 -0.104

---

106
Properties=species:S:1:pos:R:3:forces:R:3 method="wB97M-V/def2-TZVPD" energy_ev=-82877.5358 orbital_gap_ev=9.50 total_charge=0 max_force_ha_per_bohr=0.051 mol_weight_g_mol=757.82 homo_ev=-8.97
S -0.627 1.983 -3.674 2.075 -1.285 -1.006
F -3.720 0.041 -3.174 0.397 1.234 -0.082
O -5.176 -4.449 5.090 0.237 -0.061 -0.404
O 4.703 2.370 3.999 -0.153 -0.124 0.380
O 3.513 1.036 -0.626 0.946 -0.336 0.416
O 2.110 0.981 -4.957 -0.574 -0.043 -0.167
O -3.456 -3.214 5.694 -0.175 -0.135 -0.143
O -0.997 0.660 -4.132 -0.391 0.924 0.376
O -3.048 2.588 -4.990 -0.134 0.363 -1.159
O 2.317 -3.471 -5.457 -0.200 -0.026 0.083
O 3.211 1.176 5.088 -0.075 -0.125 -0.421
O -5.667 0.601 -2.416 -1.154 -0.387 0.386
O -2.047 2.698 -3.010 -1.344 -0.766 1.463
O 3.731 3.856 -3.251 0.273 0.342 -0.290
O 0.279 1.706 -2.327 -1.623 0.743 -0.639
O -8.508 -2.542 3.704 -0.157 0.062 -0.246
O 0.277 -3.852 -4.726 -0.053 0.380 0.097
O -8.617 -1.809 1.631 -0.475 0.026 0.127
O 5.701 1.263 -0.708 -0.033 -0.102 -0.515
O 3.706 5.513 -4.701 -0.241 -0.282 -0.242
N -4.426 2.328 -3.183 1.989 -1.177 -0.218
C -1.010 -4.465 -4.839 -0.073 -0.212 0.057
C -3.133 2.543 -3.809 0.386 0.067 -0.072
C 2.245 0.692 -3.564 1.004 -0.547 0.562
C -6.142 -5.480 5.338 -0.311 -0.020 0.199
C -4.654 0.959 -2.889 -0.413 0.178 0.390
C 4.460 2.240 1.178 0.028 0.489 -0.525
C 1.700 -0.740 -3.221 0.082 0.490 0.168
C 7.562 1.167 0.856 -0.102 -0.092 0.184
C -7.420 -4.909 5.914 -0.039 0.210 0.093
C 5.310 1.799 6.214 0.316 -0.505 0.066
C 4.512 1.493 -0.126 -0.198 0.088 0.375
C 4.405 1.786 5.009 0.088 0.267 0.176
C 2.821 0.310 6.161 -0.099 0.012 0.298
C 1.257 -5.354 -6.418 -0.324 0.069 -0.497
C 3.921 6.012 -2.299 -0.510 0.257 0.172
C 6.919 1.895 -0.306 0.142 -0.031 0.210
C 3.754 5.044 -3.442 0.270 0.003 0.195
C -1.061 -5.783 -4.094 0.144 -0.138 0.006
C 4.883 7.619 -5.026 0.148 -0.043 0.131
C -7.970 -1.956 2.799 0.327 -0.143 0.070
C 1.703 1.798 -2.628 1.343 0.298 0.105
C -6.553 -1.462 2.928 0.014 0.577 0.082
C -4.565 -4.312 7.471 0.205 -0.541 0.171
C -7.152 -1.724 -0.315 0.123 -0.137 0.032
C 3.551 6.896 -5.036 0.164 0.234 0.017
C 1.324 -4.142 -5.522 0.252 -0.144 0.005
C -8.147 -0.986 0.554 0.260 -0.042 -0.219
C -4.336 -3.966 6.022 -0.024 0.235 0.193
C 2.276 1.097 7.335 0.080 0.193 0.050
H 5.585 7.129 -5.702 -0.089 0.028 -0.057
H -7.825 -4.142 5.253 0.003 -0.099 -0.048
H 5.152 2.724 6.767 -0.006 -0.020 -0.022
H -6.313 -0.626 2.275 0.045 -0.147 -0.142
H 3.374 5.625 -1.440 0.190 -0.155 -0.024
H 4.443 1.527 1.996 -0.022 0.047 -0.037
H -6.354 -5.929 4.367 0.174 0.148 -0.052
H 7.731 0.120 0.599 0.051 0.063 -0.085
H 6.342 1.760 5.867 -0.076 0.232 -0.059
H 2.539 -1.379 -2.883 -0.447 0.285 -0.337
H -2.064 -6.212 -4.139 0.013 0.027 0.005
H -0.358 -6.507 -4.509 -0.080 0.000 -0.063
H 3.642 -0.352 6.444 0.050 0.095 0.005
H 3.030 1.762 7.758 0.023 -0.094 0.040
H 8.517 1.625 1.116 -0.015 -0.006 -0.027
H 1.728 -6.197 -5.911 -0.012 0.026 -0.004
H 1.806 -5.133 -7.332 0.176 -0.015 0.177
H 2.034 -0.328 5.758 0.079 0.113 -0.190
H 3.545 2.831 1.200 -0.093 -0.261 0.076
H -1.713 -3.766 -4.384 0.191 0.126 -0.013
H 0.249 -5.628 -6.720 -0.004 -0.111 0.168
H 2.811 7.371 -4.390 0.063 -0.038 0.068
H -7.753 -0.041 0.932 0.060 -0.070 0.051
H 5.281 2.938 1.323 0.100 -0.184 0.145
H 3.523 7.005 -2.497 0.183 0.039 -0.074
H -5.146 -3.517 7.938 0.005 -0.020 -0.025
H -0.787 -5.639 -3.048 -0.083 0.071 -0.024
H 2.230 1.656 -1.650 -1.160 0.212 -1.093
H 3.339 0.639 -3.357 -0.680 0.343 0.106
H 7.580 1.848 -1.172 -0.194 -0.075 -0.086
H 5.175 0.949 6.879 -0.146 0.115 0.087
H 1.225 -1.201 -4.104 0.201 0.275 0.504
H -6.404 -1.110 3.948 0.007 -0.267 0.024
H 2.004 2.817 -2.989 -0.754 -1.091 0.123
H -3.596 -4.386 7.963 -0.026 0.246 -0.049
H -6.848 -1.107 -1.160 -0.007 -0.001 0.040
H -5.868 -2.287 2.731 -0.009 0.014 0.043
H 4.979 6.087 -2.047 -0.022 -0.006 -0.017
H 6.756 2.955 -0.098 -0.070 -0.044 0.076
H -5.716 -6.271 5.958 0.058 0.086 0.045
H 1.442 1.724 7.016 -0.026 -0.110 -0.025
H 0.984 -0.679 -2.377 0.244 -0.108 -0.606
H 4.759 8.657 -5.338 -0.012 -0.030 -0.007
H -8.168 -5.693 6.044 0.039 -0.009 -0.016
H -7.591 -2.648 -0.694 -0.081 0.072 -0.002
H 5.338 7.609 -4.035 -0.073 0.076 0.003
H 2.877 1.464 -5.289 -0.154 -0.033 0.411
H -5.065 -5.265 7.626 -0.179 0.113 -0.016
H -5.143 2.603 -3.855 0.115 0.130 0.300
H -6.259 -2.005 0.246 0.012 0.104 -0.016
H 1.930 0.424 8.120 -0.002 -0.001 -0.039
H -7.248 -4.433 6.882 0.013 -0.127 0.034
H 3.139 6.914 -6.045 -0.015 -0.222 0.057
H -1.304 -4.562 -5.886 0.079 -0.056 -0.002
H 6.922 1.178 1.740 0.036 0.115 -0.009
H -9.029 -0.739 -0.038 -0.094 -0.101 0.189

---

25
Properties=species:S:1:pos:R:3:forces:R:3 method="wB97M-V/def2-TZVPD" energy_ev=-20492.8219 multiplicity=3 orbital_gap_ev="6.72 / 8.85" total_charge=0 max_force_ha_per_bohr=0.150 mol_weight_g_mol=170.28 s_squared=2.00 homo_ev="-6.22 / -9.91" relative_energy_kcal_mol=0.0
Si -1.924 -0.235 0.059 0.488 4.611 -4.341
O -2.133 -1.019 1.392 0.375 -0.683 3.827
O -2.534 -1.189 -1.082 0.026 1.421 -1.871
C 0.815 -0.744 -0.581 2.206 -7.275 -1.440
C 0.567 1.449 -0.221 1.261 1.553 2.069
C 2.102 -0.175 -0.870 2.193 1.004 -3.085
C 1.658 -0.293 1.402 -1.154 2.206 1.531
C -2.815 1.460 0.041 0.057 0.594 0.365
C 1.125 -1.529 0.650 2.048 0.093 0.867
C 1.963 0.810 0.288 -1.221 -1.850 -0.053
C -0.198 0.163 -0.565 -3.316 4.044 1.286
H 2.044 0.354 -1.862 0.625 -0.392 0.770
H 2.992 -0.865 -0.825 -1.007 0.699 -0.062
H -3.936 1.433 0.197 1.298 -0.096 -0.028
H 0.731 0.080 1.994 1.831 -0.342 -0.280
H 1.953 -2.304 0.584 -1.037 0.876 -0.580
H -1.841 -0.436 2.125 -0.407 -0.895 -0.096
H 0.841 2.172 -1.042 -0.602 -0.957 0.306
H 2.546 -0.416 2.038 -0.520 -0.144 0.078
H 0.102 2.092 0.577 0.222 -0.551 -0.643
H 2.902 1.282 0.492 -0.027 1.323 0.087
H -2.712 -1.948 -0.613 -1.110 -3.385 0.968
H -2.341 2.097 0.873 -0.798 -0.595 -1.214
H -2.639 1.977 -0.960 -0.061 -0.624 1.307
H 0.374 -1.949 1.255 -1.371 -0.634 0.237

---

10
Properties=species:S:1:pos:R:3:forces:R:3 method="wB97M-V/def2-TZVPD" energy_ev=-24851.0984 smiles=CSS.O orbital_gap_ev=9.21 total_charge=0 max_force_ha_per_bohr=0.062 mol_weight_g_mol=98.19 homo_ev=-8.72 relative_energy_kcal_mol=26.0
S -0.994 1.079 0.513 -0.946 1.837 2.407
S -1.499 2.337 -0.950 -0.816 0.958 -2.469
O 1.025 -5.950 2.034 1.850 -1.597 2.031
C -0.167 3.519 -1.579 1.345 -1.466 -1.267
H -0.137 0.197 0.190 1.508 -1.454 -1.566
H 0.425 3.590 -0.687 0.796 0.566 0.092
H 0.104 -5.819 2.093 -1.793 0.423 -0.161
H 1.188 -6.500 2.870 -0.059 1.176 -1.871
H 0.441 3.033 -2.444 -0.969 0.358 1.751
H -0.386 4.514 -2.040 -0.915 -0.802 1.050

---

16
Properties=species:S:1:pos:R:3:forces:R:3 method="wB97M-V/def2-TZVPD" energy_ev=-17651.2775 smiles="C[C@@H]1C[C@@H](C=S)N1" orbital_gap_ev=7.68 total_charge=0 max_force_ha_per_bohr=0.180 mol_weight_g_mol=115.20 homo_ev=-8.01 relative_energy_kcal_mol=113.4
S -3.017 -0.368 -0.958 1.852 -0.844 -1.820
N 0.663 -0.536 -0.699 4.165 5.522 1.828
C -1.578 -1.043 -1.488 -1.634 0.068 4.532
C -0.534 -0.267 0.943 2.468 -1.901 1.152
C 0.450 0.763 0.121 -7.160 -5.784 -0.983
C -0.421 -1.227 -0.322 -3.400 -1.445 -2.190
C 1.459 1.376 0.828 5.740 3.293 2.744
H 1.007 -0.451 -1.588 0.726 -0.098 -2.787
H 0.947 1.929 1.737 1.442 -1.113 -1.483
H -1.408 -1.636 -2.386 -0.079 0.526 -0.329
H 0.005 -0.775 1.835 -0.419 0.792 -1.530
H -1.425 0.111 1.393 -0.959 0.116 -0.476
H -0.421 1.486 -0.188 2.081 -0.839 -0.552
H -0.092 -2.309 -0.499 -1.290 0.542 1.595
H 1.792 2.197 0.124 0.371 -0.428 1.133
H 2.573 0.749 1.148 -3.904 1.593 -0.835